CH2FLiOZn as an isolated structure at a distorted geometry. Source: OMol25; level of theory: ωB97M-V/def2-TZVPD.

Output
Lowest unoccupied orbital energy (alpha / beta), eV: -5.609 / -5.577
HOMO-LUMO gap (alpha / beta), eV: 8.0962 / 8.2015
Highest occupied orbital energy (alpha / beta), eV: -13.7 / -13.8

Geometry as ORCA input:
```
! RIJCOSX wB97M-V def2-TZVPD def2/J DEFGRID3
* xyz 1 2
C 1.2542 -0.3321 -0.2680
O -1.7027 0.3118 0.7480
Li -2.5468 -1.1696 0.6655
Zn -0.9844 1.4530 -0.2655
F 0.8130 1.0044 -0.6355
H 1.8937 -0.7408 -1.0467
H 1.2729 -0.5267 0.8023
*
```


A 2-piece molecular cluster, CH2FNO2 overall at a distorted geometry. Source: OMol25; level of theory: ωB97M-V/def2-TZVPD.

Output
SMILES: O=CN=O.F
Lowest unoccupied orbital energy (alpha / beta), eV: -1.323 / -1.324
HOMO-LUMO gap (alpha / beta), eV: 8.5805 / 8.5798
Highest occupied orbital energy (alpha / beta), eV: -9.9 / -9.9
Energy above the lowest of the compared OMol25 structures with the same formula, charge and spin, kJ/mol: 304.5

Geometry as ORCA input:
```
! RIJCOSX wB97M-V def2-TZVPD def2/J DEFGRID3
* xyz 0 1
O -1.1597 -0.4701 -0.4019
C -0.1646 -0.9218 0.0541
N 0.9530 -0.6411 0.4980
O 2.1091 -0.8741 0.5433
H -0.2900 -1.8226 0.9597
F 0.7245 1.7918 -0.5346
H -0.2372 1.8598 -0.6065
*
```


A 2-piece molecular cluster, CH2FNO2 overall at a distorted geometry. Source: OMol25; level of theory: ωB97M-V/def2-TZVPD.

Output
Lowest unoccupied orbital energy (alpha / beta), eV: -0.290 / -2.239
HOMO-LUMO gap (alpha / beta), eV: 10.7197 / 6.4236
Highest occupied orbital energy (alpha / beta), eV: -11.0 / -8.7
Energy above the lowest of the compared OMol25 structures with the same formula, charge and spin, kJ/mol: 443.9

Geometry as ORCA input:
```
! RIJCOSX wB97M-V def2-TZVPD def2/J DEFGRID3
* xyz 0 1
C -0.4488 0.2879 -0.3012
N 1.4476 -2.3340 -2.6214
O 0.9710 -2.0970 -1.5641
O 1.4101 -1.7703 -3.6826
F -1.7756 0.0436 -0.3400
H -0.4001 0.7668 0.7292
H 0.1918 -0.5129 -0.8184
*
```


A 2-piece molecular cluster, CH2FNO2S overall at a distorted geometry. Source: OMol25; level of theory: ωB97M-V/def2-TZVPD.

Output
Lowest unoccupied orbital energy, eV: -0.290
HOMO-LUMO gap, eV: 11.0413
Highest occupied orbital energy, eV: -11.3
Energy above the lowest of the compared OMol25 structures with the same formula, charge and spin, kJ/mol: 152.9

Geometry as ORCA input:
```
! RIJCOSX wB97M-V def2-TZVPD def2/J DEFGRID3
* xyz 0 1
C -0.5023 -1.3191 1.7760
N -0.3752 -0.7845 0.7449
O 1.1617 1.3287 0.2059
O -2.2278 -0.0060 -0.7827
F -0.6352 -1.6288 -1.5647
S -0.8208 -0.0895 -0.8940
H 1.7057 1.3126 -0.5093
H 1.6937 1.1867 1.0239
*
```


A 2-piece molecular cluster, CH2FNO2S overall at a distorted geometry. Source: OMol25; level of theory: ωB97M-V/def2-TZVPD.

Output
Lowest unoccupied orbital energy, eV: 0.292
HOMO-LUMO gap, eV: 12.0867
Highest occupied orbital energy, eV: -11.8
Energy above the lowest of the compared OMol25 structures with the same formula, charge and spin, kJ/mol: 42.7

Geometry as ORCA input:
```
! RIJCOSX wB97M-V def2-TZVPD def2/J DEFGRID3
* xyz 0 1
C -1.1966 -2.3401 -3.0795
N -1.9687 -2.8959 -3.6818
O 0.2234 2.7168 1.7395
O 0.4964 0.3297 2.1729
F 2.3670 1.5964 1.0009
S 0.6460 1.5597 1.0944
H -0.8091 -1.5995 -2.3418
H 0.2417 0.6328 3.0954
*
```


An isolated ion of composition CH2FO2S and charge -1 at a distorted geometry. Source: OMol25; level of theory: ωB97M-V/def2-TZVPD.

Output
SMILES: C=[S@@](=O)([O-])F
Lowest unoccupied orbital energy, eV: 4.364
HOMO-LUMO gap, eV: 8.2255
Highest occupied orbital energy, eV: -3.9
Energy above the lowest of the compared OMol25 structures with the same formula, charge and spin, kJ/mol: 0.0

Geometry as ORCA input:
```
! RIJCOSX wB97M-V def2-TZVPD def2/J DEFGRID3
* xyz -1 1
C 0.7710 -0.6346 0.6430
S -0.5526 0.2544 0.0569
O -1.7272 -0.5546 -0.0003
O -0.7901 1.5934 0.4982
F -0.1499 0.5938 -1.6529
H 1.6693 -0.0803 0.7683
H 0.7794 -1.1722 -0.3132
*
```